Formula: C7H12O
Source: OMol25
Level of theory: the ωB97M-V functional and the def2-TZVPD basis

Summary:
highest occupied orbital energy (spin up / spin down)	-7.4 / -6.4	eV
F_max	0.0814	hartree/bohr
E_LUMO (spin up / spin down)	-0.00465 / -0.04782	Eh
E_tot	-348.91314	Ha
Kohn-Sham gap (spin up / spin down)	7.32 / 5.05	eV
energy above the lowest of the compared OMol25 structures with the same formula, charge and spin	6.408	eV
molecular weight	112.2	g mol⁻¹

```
! RIJCOSX wB97M-V def2-TZVPD def2/J DEFGRID3
* xyz 0 1
C -0.555 1.180 0.209
C 0.043 2.179 1.199
C 0.774 0.889 -0.894
C 1.198 1.607 -1.844
H -1.123 0.449 0.801
H -1.302 1.631 -0.443
H -0.705 2.532 1.914
H 0.470 3.028 0.662
H 0.857 1.711 1.755
H 0.831 2.416 -2.443
C -0.719 -1.593 -1.185
C 0.339 -2.108 1.076
C 0.233 -1.202 -0.101
O 1.334 -0.528 -0.407
H -1.743 -1.637 -0.813
H 0.962 -2.964 0.794
H 0.827 -1.625 1.921
H -0.420 -2.577 -1.567
H -0.670 -0.894 -2.016
H -0.631 -2.496 1.382
*
```

---

Formula: C7H12O
Source: OMol25
Level of theory: the ωB97M-V functional and the def2-TZVPD basis

Summary:
highest occupied orbital energy	-8.0	eV
F_max	0.1159	hartree/bohr
E_LUMO	0.02997	Eh
E_tot	-349.03850	Ha
SMILES string	CCC/C=C/C=C/O
Kohn-Sham gap	8.79	eV
energy above the lowest of the compared OMol25 structures with the same formula, charge and spin	2.997	eV
molecular weight	112.2	g mol⁻¹

```
! RIJCOSX wB97M-V def2-TZVPD def2/J DEFGRID3
* xyz 0 1
C 0.039 2.043 -3.274
C 1.082 1.212 -2.553
C 1.022 1.372 -0.986
C -0.044 0.525 -0.311
C 0.142 -0.021 0.890
C -0.668 -0.891 1.593
C -0.255 -1.984 2.274
O -1.398 -2.444 2.961
H 0.403 1.997 -4.442
H 0.040 3.092 -3.007
H -0.980 1.608 -3.286
H 2.017 1.452 -2.881
H 0.985 0.157 -2.831
H 0.829 2.445 -0.659
H 2.107 1.136 -0.594
H -0.936 0.374 -1.002
H 0.985 0.331 1.443
H -1.815 -0.705 1.808
H 0.728 -2.633 2.327
H -1.086 -3.235 3.634
*
```

---

Formula: C7H12O
Source: OMol25
Level of theory: the ωB97M-V functional and the def2-TZVPD basis

Summary:
highest occupied orbital energy (spin up / spin down)	-13.1 / -13.0	eV
F_max	0.0259	hartree/bohr
E_LUMO (spin up / spin down)	-0.17795 / -0.31859	Eh
E_tot	-348.78630	Ha
Kohn-Sham gap (spin up / spin down)	8.28 / 4.37	eV
energy above the lowest of the compared OMol25 structures with the same formula, charge and spin	0.158	eV
molecular weight	112.2	g mol⁻¹

```
! RIJCOSX wB97M-V def2-TZVPD def2/J DEFGRID3
* xyz 1 2
O 1.694 0.655 3.723
C 0.982 0.771 2.771
C 1.475 1.039 1.351
C 0.862 0.015 0.417
C -0.226 0.650 -0.506
C -0.419 -0.524 -2.650
C -0.824 -0.406 -1.328
C -1.820 -1.346 -0.790
H -0.123 0.665 2.868
H 2.563 1.080 1.386
H 1.220 2.087 1.149
H 0.416 -0.826 0.957
H 1.653 -0.475 -0.158
H 0.293 1.401 -1.097
H -0.900 1.173 0.172
H -0.927 -1.222 -3.309
H 0.389 0.039 -3.101
H -2.829 -0.938 -0.936
H -1.768 -2.350 -1.210
H -1.709 -1.487 0.290
*
```

---

Formula: C7H12O2
Source: OMol25
Level of theory: the ωB97M-V functional and the def2-TZVPD basis

Summary:
highest occupied orbital energy (spin up / spin down)	-6.7 / -6.7	eV
F_max	0.0421	hartree/bohr
E_LUMO (spin up / spin down)	0.02257 / 0.02631	Eh
E_tot	-424.24482	Ha
Kohn-Sham gap (spin up / spin down)	7.27 / 7.40	eV
energy above the lowest of the compared OMol25 structures with the same formula, charge and spin	4.114	eV
molecular weight	128.2	g mol⁻¹

```
! RIJCOSX wB97M-V def2-TZVPD def2/J DEFGRID3
* xyz 0 1
C 0.466 -1.301 -0.266
C 0.476 1.222 0.600
C 1.402 -2.444 -0.212
C -2.279 0.461 1.052
C 1.312 1.702 -0.563
C -1.097 0.051 0.235
C -1.102 -0.115 -1.171
O -0.475 -1.158 0.702
O -0.027 -0.901 -1.434
H -1.400 0.565 -1.947
H 1.073 0.858 1.434
H -0.158 2.023 0.983
H 0.866 -3.382 -0.040
H 2.112 -2.308 0.609
H 1.948 -2.517 -1.149
H -3.055 -0.308 1.014
H -1.986 0.611 2.092
H -2.680 1.396 0.667
H 1.741 2.692 -0.368
H 2.154 1.039 -0.768
H 0.708 1.814 -1.470
*
```

---

Formula: C7H12O3
Source: OMol25
Level of theory: the ωB97M-V functional and the def2-TZVPD basis

Summary:
highest occupied orbital energy	-8.9	eV
F_max	0.0914	hartree/bohr
E_LUMO	0.02702	Eh
E_tot	-499.54122	Ha
Kohn-Sham gap	9.65	eV
energy above the lowest of the compared OMol25 structures with the same formula, charge and spin	2.865	eV
molecular weight	144.2	g mol⁻¹

```
! RIJCOSX wB97M-V def2-TZVPD def2/J DEFGRID3
* xyz 0 1
C 2.579 -0.441 -0.212
O 1.388 -0.078 -0.788
C 0.493 0.592 0.029
C -0.575 1.372 -0.745
C -1.853 0.771 -0.136
C -2.074 -0.661 -0.653
C -0.982 -1.441 0.123
C -0.353 -0.309 0.954
O -1.458 0.549 1.227
H 3.353 -0.456 -0.982
H 2.411 -1.255 0.509
H -0.519 2.453 -0.562
H -0.496 1.197 -1.826
H -2.734 1.421 -0.164
H -3.080 -1.011 -0.390
H -1.961 -0.728 -1.742
H -1.410 -2.208 0.781
H -0.247 -1.931 -0.528
H 0.126 -0.616 1.890
H 1.412 1.280 0.763
O 3.008 0.900 0.769
H 2.970 0.601 1.681
*
```

---

Formula: C7H12O3
Source: OMol25
Level of theory: the ωB97M-V functional and the def2-TZVPD basis

Summary:
highest occupied orbital energy	-8.9	eV
F_max	0.1021	hartree/bohr
E_LUMO	0.02721	Eh
E_tot	-499.47291	Ha
Kohn-Sham gap	9.63	eV
energy above the lowest of the compared OMol25 structures with the same formula, charge and spin	4.724	eV
molecular weight	144.2	g mol⁻¹

```
! RIJCOSX wB97M-V def2-TZVPD def2/J DEFGRID3
* xyz 0 1
C 2.266 0.350 -0.341
O 2.085 -1.040 -0.611
C 0.849 -0.518 -0.241
C 0.222 -0.618 1.092
C -1.306 -0.812 1.037
C -1.822 -0.204 -0.265
C -1.271 -0.995 -1.462
C -0.110 -0.011 -1.311
O -0.978 0.937 -0.632
H 2.971 0.483 0.485
H 2.479 0.932 -1.244
H 0.756 -1.332 1.728
H 0.269 0.654 1.480
H -1.599 -1.869 1.103
H -1.771 -0.297 1.890
H -2.884 0.063 -0.240
H -1.037 -2.058 -1.331
H -1.849 -0.822 -2.376
H 0.369 0.415 -2.200
H 0.872 1.867 0.307
O 0.372 2.357 1.273
H 1.116 2.517 1.860
*
```

---

Formula: C7H12O3
Source: OMol25
Level of theory: the ωB97M-V functional and the def2-TZVPD basis

Summary:
highest occupied orbital energy	-9.8	eV
F_max	0.0573	hartree/bohr
E_LUMO	0.01108	Eh
E_tot	-499.57705	Ha
SMILES string	O[C@H]1C[C@H]2CC[C@@H]1O2.C=O
Kohn-Sham gap	10.12	eV
energy above the lowest of the compared OMol25 structures with the same formula, charge and spin	1.890	eV
molecular weight	144.2	g mol⁻¹

```
! RIJCOSX wB97M-V def2-TZVPD def2/J DEFGRID3
* xyz 0 1
C -1.831 3.540 1.303
O -2.837 2.889 1.011
H -1.321 4.135 0.516
H -1.294 3.338 2.253
H -1.432 1.394 0.349
C -0.368 0.901 0.142
C -0.535 0.312 -1.288
C -0.766 -1.175 -0.974
C 0.569 -1.848 -0.617
C 0.839 -1.247 0.786
C -0.417 -0.389 0.993
O -1.429 -1.120 0.301
H -1.403 0.753 -1.795
H 0.356 0.490 -1.903
H -1.391 -1.718 -1.691
H 0.451 -2.938 -0.575
H 1.356 -1.616 -1.346
H 0.897 -2.025 1.557
H 1.758 -0.651 0.831
H -0.712 -0.228 2.035
O 0.865 1.556 0.343
H 0.884 2.380 -0.150
*
```

---

Formula: C7H12O6
Source: OMol25
Level of theory: the ωB97M-V functional and the def2-TZVPD basis

Summary:
highest occupied orbital energy	-10.3	eV
F_max	0.0475	hartree/bohr
E_LUMO	0.02958	Eh
E_tot	-725.24549	Ha
SMILES string	OC[C@@H](O)C(O[C@@H]1CO1)O[C@@H]1CO1
Kohn-Sham gap	11.08	eV
energy above the lowest of the compared OMol25 structures with the same formula, charge and spin	3.296	eV
molecular weight	192.2	g mol⁻¹

```
! RIJCOSX wB97M-V def2-TZVPD def2/J DEFGRID3
* xyz 0 1
C 2.698 -0.596 -0.572
C 1.482 -1.396 -0.343
C 0.224 -0.524 -0.520
C 0.159 1.762 0.037
C -0.844 2.708 0.503
C -2.086 -0.884 -0.480
C -2.952 -0.584 0.661
H 2.615 0.085 1.193
H 3.546 -1.298 -0.595
H 2.631 -0.155 -1.579
H 1.531 -2.202 -1.113
H 0.735 -2.157 1.278
H 0.091 -0.100 -1.488
H 1.153 2.148 -0.130
H -0.547 3.740 0.599
H -1.708 2.402 1.093
H -2.235 -0.359 -1.390
H -2.599 -0.739 1.672
H -3.739 0.130 0.594
O 2.993 0.428 0.352
O 1.593 -1.866 0.950
O 0.095 0.474 0.528
O -0.869 2.185 -0.826
O -0.841 -1.441 -0.343
O -3.127 -1.763 -0.082
*
```

---

Formula: C7H12O6Si
Source: OMol25
Level of theory: the ωB97M-V functional and the def2-TZVPD basis

Summary:
highest occupied orbital energy	-9.5	eV
F_max	0.0499	hartree/bohr
E_LUMO	0.02697	Eh
E_tot	-1014.87520	Ha
SMILES string	COC(=O)[Si](C)(COC=O)C(=O)OC
Kohn-Sham gap	10.26	eV
energy above the lowest of the compared OMol25 structures with the same formula, charge and spin	4.677	eV
molecular weight	220.3	g mol⁻¹

```
! RIJCOSX wB97M-V def2-TZVPD def2/J DEFGRID3
* xyz 0 1
C -1.182 -1.833 2.261
C 1.323 -0.258 0.826
C -0.271 1.340 -1.200
C 3.582 -0.981 0.770
C -1.368 3.415 -1.568
C -0.367 -1.703 -1.520
C -2.055 -0.115 0.940
O -0.412 -2.207 1.412
O 1.460 0.290 1.892
O 0.578 1.602 -2.018
O -2.027 -0.854 2.160
O 2.283 -0.917 0.186
O -1.286 2.157 -0.897
Si -0.299 -0.333 -0.211
H -1.267 -2.315 3.247
H 4.288 -0.531 0.071
H 3.835 -2.029 0.932
H 3.588 -0.439 1.717
H -1.324 4.206 -0.821
H -2.318 3.456 -2.100
H -0.533 3.511 -2.268
H 0.568 -1.735 -2.071
H -0.526 -2.678 -1.072
H -1.164 -1.515 -2.234
H -2.202 0.926 1.215
H -2.904 -0.459 0.351
*
```

---

Formula: C7H12Si
Source: OMol25
Level of theory: the ωB97M-V functional and the def2-TZVPD basis

Summary:
highest occupied orbital energy (spin up / spin down)	-7.5 / -7.5	eV
F_max	0.0793	hartree/bohr
E_LUMO (spin up / spin down)	-0.02598 / 0.00602	Eh
E_tot	-563.21160	Ha
Kohn-Sham gap (spin up / spin down)	6.80 / 7.67	eV
energy above the lowest of the compared OMol25 structures with the same formula, charge and spin	4.736	eV
molecular weight	124.3	g mol⁻¹

```
! RIJCOSX wB97M-V def2-TZVPD def2/J DEFGRID3
* xyz 0 1
C -1.462 1.124 -0.358
C -0.036 1.067 -0.283
C -1.633 -1.307 0.062
C -2.148 -0.016 -0.121
C 0.797 0.124 0.059
C -3.695 -0.073 -0.012
C 3.683 0.576 0.013
Si 2.308 -0.791 0.146
H -1.881 2.103 -0.537
H 0.558 2.025 -0.524
H -0.783 -1.489 -0.701
H -2.118 -2.281 0.471
H -4.173 0.784 0.518
H -4.030 -1.010 0.569
H -4.053 -0.080 -0.961
H 4.230 0.503 0.989
H 4.531 0.243 -0.593
H 3.317 1.570 -0.251
H 2.133 -1.848 -0.940
H 2.458 -1.357 1.491
*
```

---

Formula: C7H12Si
Source: OMol25
Level of theory: the ωB97M-V functional and the def2-TZVPD basis

Summary:
highest occupied orbital energy	-8.7	eV
F_max	0.0892	hartree/bohr
E_LUMO	-0.00166	Eh
E_tot	-563.21710	Ha
Kohn-Sham gap	8.70	eV
energy above the lowest of the compared OMol25 structures with the same formula, charge and spin	4.586	eV
molecular weight	124.3	g mol⁻¹

```
! RIJCOSX wB97M-V def2-TZVPD def2/J DEFGRID3
* xyz 0 1
C -2.622 -0.570 -0.178
C -3.809 -0.929 -0.286
C 1.282 0.986 2.419
C 0.945 0.004 1.680
C 0.894 -2.084 -1.212
C -0.325 2.218 -0.115
C 0.680 -0.555 -1.391
Si -0.042 0.356 0.116
H -4.654 -1.486 -0.571
H 1.929 0.837 3.221
H 0.673 1.943 2.425
H 1.445 -0.901 1.628
H 1.827 -2.061 -0.640
H 0.107 -2.533 -0.740
H 1.061 -2.447 -2.261
H -0.019 2.539 -1.053
H -1.382 2.484 0.089
H 0.238 2.688 0.750
H 0.121 -0.367 -2.272
H 1.654 -0.121 -1.609
*
```

---

Formula: C7H13AlBeBr2CaCl3F2N2O11S2
Source: OMol25
Level of theory: the ωB97M-V functional and the def2-TZVPD basis

Summary:
highest occupied orbital energy	-10.1	eV
F_max	0.2098	hartree/bohr
E_LUMO	-0.26575	Eh
E_tot	-9670.48491	Ha
Kohn-Sham gap	2.88	eV
molecular weight	745.6	g mol⁻¹

```
! RIJCOSX wB97M-V def2-TZVPD def2/J DEFGRID3
* xyz 1 1
C 3.829 1.591 0.546
C 3.332 2.793 1.279
O 3.609 3.018 2.425
O 2.616 3.699 0.529
C 1.276 3.451 0.301
O 0.971 3.317 -1.031
S 0.447 1.841 -1.543
O -0.168 2.480 -2.756
O -0.916 1.635 -0.695
C -0.862 0.550 0.269
C -1.715 1.002 1.433
O -2.745 1.563 1.132
Br -1.208 0.775 3.156
H 3.566 1.600 -0.505
H 4.910 1.546 0.619
H 3.426 0.707 1.027
H 0.909 2.583 0.915
H 0.690 4.425 0.599
H 0.135 0.331 0.641
H -1.248 -0.378 -0.162
F 1.163 1.355 1.764
Be -1.132 3.582 -2.007
Cl -0.349 -0.464 -2.551
Al 5.109 4.013 -0.241
C 3.414 -3.101 -2.565
Cl 2.241 -2.481 -1.378
Cl 4.383 -4.413 -1.912
H 2.860 -3.463 -3.423
H 4.068 -2.288 -2.851
Br -0.176 5.594 1.773
F -5.044 2.365 1.912
O -6.775 1.538 3.233
S -7.211 2.253 2.026
O -6.115 3.253 1.730
O -8.366 3.061 2.365
O -7.394 1.363 0.905
C 0.705 -6.401 -0.574
O 1.722 -6.484 0.085
N 0.432 -5.302 -1.353
N -0.245 -7.388 -0.590
H -0.399 -5.207 -1.905
H 1.121 -4.569 -1.361
H -0.070 -8.201 -0.032
H -1.087 -7.337 -1.131
Ca -3.707 0.196 -0.098
*
```

---

Which of these has the highest E_tot?
number 3

---

The highest molecular weight belongs to which entry?
C7H13AlBeBr2CaCl3F2N2O11S2